The following is a DFT calculation (ωB97M-V/def2-TZVPD) of a structure of composition C4H6ClNO.

The geometry in ORCA input format:
```
! RIJCOSX wB97M-V def2-TZVPD def2/J DEFGRID3
* xyz 0 1
C 0.836 0.673 -0.681
C -0.603 0.633 -0.360
C -0.734 0.427 1.139
C -0.147 -1.622 0.059
H 0.953 1.785 -0.496
H 1.743 0.292 0.152
H -1.320 1.080 -1.138
H -1.660 0.885 1.627
H 0.062 0.423 1.683
H 0.424 -2.121 1.257
N -1.046 -0.722 0.256
O 0.117 -1.939 -1.252
Cl 1.377 0.207 -2.244
*
```

Calculated values
relative energy (zero: lowest compared OMol25 entry of this formula, charge and spin) = 135.8 kcal/mol
frontier orbital gap = 10.04 eV

Taken from the Löwdin analysis, the atomic charges in e are: atom 1 (C): -0.69, atom 2 (C): -0.24, atom 3 (C): -0.06, atom 4 (C): -0.31, atom 5 (H): 0.10, atom 6 (H): 0.18, atom 7 (H): 0.18, atom 8 (H): 0.14, atom 9 (H): 0.04, atom 10 (H): 0.22, atom 11 (N): -0.03, atom 12 (O): -0.17, atom 13 (Cl): 0.65

The following is a DFT calculation (ωB97M-V/def2-TZVPD) of a cluster of 2 separate species, C4H9NO2 in total.

The geometry in ORCA input format:
```
! RIJCOSX wB97M-V def2-TZVPD def2/J DEFGRID3
* xyz 0 1
C 0.989 1.943 -0.428
C -0.220 1.015 -0.467
N 0.103 -0.364 -0.089
C 0.232 -0.677 1.352
O 0.588 0.161 2.157
O -0.130 -1.889 1.473
C -1.094 -2.022 -0.268
H 1.759 1.613 -1.136
H 0.698 2.962 -0.703
H 1.412 1.952 0.579
H -0.991 1.363 0.228
H -0.663 0.988 -1.471
H 0.952 -0.673 -0.561
H -0.998 -3.070 -0.002
H -2.014 -1.570 0.085
H -0.940 -1.872 -1.337
*
```

Calculated values
relative energy (zero: lowest compared OMol25 entry of this formula, charge and spin) = 87.3 kcal/mol
frontier orbital gap (spin up / spin down) = 9.26 / 9.26 eV

Taken from the Löwdin analysis, the atomic charges in e are: atom 1 (C): -0.08, atom 2 (C): -0.23, atom 3 (N): -0.02, atom 4 (C): -0.67, atom 5 (O): 0.07, atom 6 (O): -0.02, atom 7 (C): 0.14, atom 8 (H): 0.08, atom 9 (H): 0.08, atom 10 (H): 0.07, atom 11 (H): 0.13, atom 12 (H): 0.12, atom 13 (H): 0.15, atom 14 (H): 0.06, atom 15 (H): 0.08, atom 16 (H): 0.06

The following is a DFT calculation (ωB97M-V/def2-TZVPD) of a cluster of 5 separate species, C30H75N5 in total.

The geometry in ORCA input format:
```
! RIJCOSX wB97M-V def2-TZVPD def2/J DEFGRID3
* xyz 1 2
C -16.534 -16.665 -13.205
C -15.905 -17.314 -14.423
N -14.882 -18.338 -14.140
C -14.459 -19.146 -15.286
C -15.540 -20.158 -15.509
C -13.659 -17.800 -13.447
C -13.065 -18.888 -12.612
H -17.330 -15.991 -13.521
H -15.893 -15.981 -12.649
H -16.864 -17.342 -12.416
H -16.748 -17.779 -14.933
H -15.408 -16.557 -15.031
H -14.241 -18.643 -16.228
H -13.526 -19.705 -15.225
H -16.552 -19.754 -15.519
H -15.336 -20.779 -16.382
H -15.600 -20.824 -14.649
H -13.825 -16.929 -12.814
H -12.916 -17.538 -14.200
H -12.995 -19.848 -13.125
H -13.538 -19.002 -11.636
H -12.035 -18.642 -12.356
C -19.087 -22.147 -15.591
C -18.755 -23.680 -15.637
N -19.596 -24.432 -16.599
C -18.754 -25.236 -17.501
C -17.947 -24.452 -18.413
C -20.554 -25.265 -15.913
C -21.733 -25.482 -16.845
H -18.739 -21.471 -16.372
H -18.647 -21.781 -14.663
H -20.140 -21.971 -15.371
H -17.676 -23.745 -15.778
H -18.866 -24.025 -14.609
H -18.166 -25.985 -16.969
H -19.465 -25.789 -18.115
H -18.600 -23.917 -19.102
H -17.334 -23.700 -17.915
H -17.338 -25.041 -19.099
H -20.884 -24.884 -14.946
H -20.100 -26.168 -15.505
H -22.605 -25.697 -16.227
H -21.693 -26.403 -17.426
H -21.982 -24.589 -17.417
C -10.867 -25.911 -16.304
C -10.708 -24.836 -15.245
N -11.702 -23.751 -15.352
C -13.042 -24.281 -14.989
C -14.133 -23.283 -15.396
C -11.265 -22.378 -14.810
C -10.876 -22.308 -13.264
H -10.062 -26.645 -16.346
H -10.942 -25.477 -17.301
H -11.769 -26.521 -16.277
H -10.714 -25.348 -14.283
H -9.664 -24.542 -15.359
H -13.225 -25.239 -15.476
H -13.070 -24.522 -13.926
H -14.141 -22.472 -14.668
H -14.014 -22.963 -16.430
H -15.097 -23.782 -15.497
H -12.159 -21.757 -14.878
H -10.592 -21.976 -15.567
H -10.531 -23.299 -12.967
H -11.769 -22.082 -12.682
H -10.125 -21.547 -13.056
C -11.040 -19.332 -16.681
C -10.108 -18.134 -16.638
N -8.739 -18.481 -16.863
C -7.864 -17.367 -17.254
C -8.173 -16.903 -18.732
C -8.061 -19.321 -15.833
C -6.979 -20.246 -16.479
H -11.481 -19.500 -15.698
H -10.716 -20.221 -17.222
H -11.930 -19.069 -17.254
H -10.446 -17.478 -17.439
H -10.259 -17.584 -15.709
H -6.823 -17.683 -17.319
H -7.915 -16.508 -16.585
H -7.512 -16.048 -18.870
H -9.213 -16.612 -18.877
H -7.999 -17.650 -19.507
H -7.662 -18.679 -15.048
H -8.823 -20.014 -15.477
H -6.475 -21.003 -15.877
H -7.419 -20.794 -17.312
H -6.209 -19.638 -16.955
C -15.344 -17.280 -20.133
C -15.190 -18.651 -20.760
N -15.234 -19.702 -19.725
C -14.561 -20.968 -20.192
C -14.480 -22.100 -19.101
C -16.586 -19.784 -19.107
C -17.622 -20.684 -19.908
H -15.126 -16.571 -20.932
H -14.744 -17.201 -19.227
H -16.352 -16.998 -19.829
H -16.160 -18.718 -21.252
H -14.371 -18.674 -21.479
H -15.251 -21.382 -20.927
H -13.550 -20.812 -20.570
H -13.790 -22.856 -19.476
H -14.108 -21.605 -18.204
H -15.391 -22.629 -18.823
H -16.961 -18.784 -18.893
H -16.356 -20.119 -18.095
H -18.632 -20.635 -19.501
H -17.318 -21.716 -20.078
H -17.856 -20.211 -20.862
*
```

Calculated values
expectation value of S² = 0.75
relative energy (zero: lowest compared OMol25 entry of this formula, charge and spin) = 0.0 kcal/mol
frontier orbital gap (spin up / spin down) = 7.77 / 3.29 eV

Atom charges from the Löwdin analysis, given in e for atoms 1 to 99: atom 1 (C): -0.09, atom 2 (C): -0.25, atom 3 (N): -0.16, atom 4 (C): -0.28, atom 5 (C): -0.11, atom 6 (C): -0.23, atom 7 (C): -0.09, atom 8 (H): 0.07, atom 9 (H): 0.06, atom 10 (H): 0.08, atom 11 (H): 0.10, atom 12 (H): 0.11, atom 13 (H): 0.10, atom 14 (H): 0.08, atom 15 (H): 0.06, atom 16 (H): 0.04, atom 17 (H): 0.08, atom 18 (H): 0.11, atom 19 (H): 0.10, atom 20 (H): 0.05, atom 21 (H): 0.08, atom 22 (H): 0.08, atom 23 (C): -0.08, atom 24 (C): -0.23, atom 25 (N): -0.17, atom 26 (C): -0.28, atom 27 (C): -0.12, atom 28 (C): -0.28, atom 29 (C): -0.09, atom 30 (H): 0.05, atom 31 (H): 0.06, atom 32 (H): 0.07, atom 33 (H): 0.09, atom 34 (H): 0.11, atom 35 (H): 0.12, atom 36 (H): 0.12, atom 37 (H): 0.08, atom 38 (H): 0.05, atom 39 (H): 0.09, atom 40 (H): 0.11, atom 41 (H): 0.12, atom 42 (H): 0.07, atom 43 (H): 0.07, atom 44 (H): 0.08, atom 45 (C): -0.11, atom 46 (C): -0.28, atom 47 (N): -0.17, atom 48 (C): -0.23, atom 49 (C): -0.08, atom 50 (C): -0.18, atom 51 (C): -0.05, atom 52 (H): 0.07, atom 53 (H): 0.07, atom 54 (H): 0.06, atom 55 (H): 0.10, atom 56 (H): 0.12, atom 57 (H): 0.10, atom 58 (H): 0.11, atom 59 (H): 0.05, atom 60 (H): 0.05, atom 61 (H): 0.06, atom 62 (H): 0.06, atom 63 (H): 0.08, atom 64 (H): 0.06, atom 65 (H): 0.06, atom 66 (H): 0.06, atom 67 (C): -0.09, atom 68 (C): -0.26, atom 69 (N): -0.21, atom 70 (C): -0.23, atom 71 (C): -0.08, atom 72 (C): -0.21, atom 73 (C): -0.08, atom 74 (H): 0.05, atom 75 (H): 0.08, atom 76 (H): 0.05, atom 77 (H): 0.10, atom 78 (H): 0.11, atom 79 (H): 0.10, atom 80 (H): 0.11, atom 81 (H): 0.07, atom 82 (H): 0.05, atom 83 (H): 0.07, atom 84 (H): 0.11, atom 85 (H): 0.09, atom 86 (H): 0.07, atom 87 (H): 0.07, atom 88 (H): 0.05, atom 89 (C): -0.06, atom 90 (C): -0.18, atom 91 (N): 0.04, atom 92 (C): -0.13, atom 93 (C): -0.04, atom 94 (C): -0.13, atom 95 (C): -0.01, atom 96 (H): 0.10, atom 97 (H): 0.09, atom 98 (H): 0.08, atom 99 (H): 0.14

The following is a DFT calculation (ωB97M-V/def2-TZVPD) of a structure of composition C45H39F12GeN3O2S2Sn.

The geometry in ORCA input format:
```
! RIJCOSX wB97M-V def2-TZVPD def2/J DEFGRID3
* xyz -1 2
Sn -0.389 -0.800 0.288
C -5.279 -2.777 4.833
C -4.604 -2.202 3.615
C -4.953 -2.599 2.329
C -4.335 -2.036 1.235
C -3.315 -1.072 1.361
N -2.666 -0.634 0.213
C -3.438 -0.315 -0.889
C -4.633 0.407 -0.665
C -5.433 0.852 -1.690
C -5.100 0.582 -3.013
C -5.943 1.096 -4.152
C -3.948 -0.148 -3.249
C -3.104 -0.596 -2.231
C -1.906 -1.494 -2.573
O -0.809 -1.406 -1.795
C -1.401 -1.260 -4.040
F -0.181 -1.800 -4.220
F -2.182 -1.816 -5.008
F -1.286 0.045 -4.332
C -2.435 -2.962 -2.505
F -1.562 -3.862 -3.024
F -2.629 -3.325 -1.221
F -3.612 -3.170 -3.135
C -2.961 -0.667 2.664
C -3.617 -1.236 3.751
C -1.946 0.467 2.839
O -0.828 0.396 2.082
C -2.686 1.819 2.525
F -3.997 1.803 2.875
F -2.638 2.102 1.221
F -2.146 2.881 3.170
C -1.428 0.558 4.307
F -1.014 -0.643 4.758
F -0.375 1.383 4.402
F -2.344 1.017 5.204
H -6.134 -3.392 4.552
H -4.585 -3.396 5.407
H -5.631 -1.979 5.490
H -5.720 -3.354 2.188
H -4.604 -2.349 0.235
H -4.885 0.651 0.359
H -6.327 1.424 -1.461
H -6.999 1.118 -3.882
H -5.643 2.116 -4.408
H -5.821 0.473 -5.038
H -3.731 -0.384 -4.279
H -3.381 -0.925 4.758
C 0.551 3.837 0.330
C 0.928 2.377 0.403
S 0.309 1.389 -0.886
C 1.675 1.909 1.417
C 2.060 2.764 2.596
S 2.216 0.228 1.474
H -0.008 4.028 -0.583
H 1.440 4.472 0.353
H -0.079 4.102 1.184
H 2.880 3.441 2.332
H 2.380 2.140 3.428
H 1.213 3.369 2.927
C 1.034 -4.500 -0.635
C 0.001 -4.317 0.419
N 0.111 -3.537 1.472
C -1.061 -3.676 2.183
C -1.882 -4.557 1.551
N -1.186 -4.972 0.440
H 1.616 -3.586 -0.728
H 0.571 -4.706 -1.600
H 1.710 -5.319 -0.381
H -1.225 -3.136 3.102
H -2.877 -4.898 1.771
H -1.543 -5.570 -0.283
C 5.080 -1.211 1.245
Ge 4.125 0.221 0.256
C 4.148 -0.419 -1.619
C 5.384 -0.786 -2.151
C 5.472 -1.319 -3.428
C 4.324 -1.513 -4.185
C 3.092 -1.141 -3.671
C 3.011 -0.590 -2.399
C 4.944 2.017 0.447
C 5.825 2.205 1.482
C 6.392 3.466 1.748
C 6.039 4.545 0.992
C 5.103 4.413 -0.060
C 4.664 5.535 -0.803
C 3.755 5.398 -1.813
C 3.257 4.122 -2.143
C 3.660 3.022 -1.439
C 4.569 3.129 -0.361
H 5.757 -1.747 0.580
H 4.299 -1.899 1.571
H 5.630 -0.870 2.121
H 6.285 -0.648 -1.561
H 6.439 -1.588 -3.836
H 4.390 -1.955 -5.172
H 2.183 -1.269 -4.244
H 2.040 -0.286 -2.030
H 6.084 1.359 2.109
H 7.093 3.570 2.568
H 6.472 5.520 1.185
H 5.051 6.512 -0.535
H 3.408 6.266 -2.359
H 2.534 4.010 -2.940
H 3.248 2.057 -1.695
*
```

Calculated values
expectation value of S² = 0.76
relative energy (zero: lowest compared OMol25 entry of this formula, charge and spin) = 0.0 kcal/mol
frontier orbital gap (spin up / spin down) = 6.62 / 5.07 eV

Atom charges from the Löwdin analysis, given in e for atoms 1 to 99: atom 1 (Sn): 1.20, atom 2 (C): -0.06, atom 3 (C): -0.28, atom 4 (C): -0.06, atom 5 (C): -0.02, atom 6 (C): -0.26, atom 7 (N): -0.04, atom 8 (C): -0.23, atom 9 (C): -0.01, atom 10 (C): -0.05, atom 11 (C): -0.28, atom 12 (C): -0.06, atom 13 (C): 0.00, atom 14 (C): -0.06, atom 15 (C): -0.37, atom 16 (O): -0.31, atom 17 (C): -0.52, atom 18 (F): 0.13, atom 19 (F): 0.12, atom 20 (F): 0.15, atom 21 (C): -0.51, atom 22 (F): 0.13, atom 23 (F): 0.13, atom 24 (F): 0.14, atom 25 (C): -0.08, atom 26 (C): 0.00, atom 27 (C): -0.35, atom 28 (O): -0.29, atom 29 (C): -0.51, atom 30 (F): 0.13, atom 31 (F): 0.16, atom 32 (F): 0.13, atom 33 (C): -0.53, atom 34 (F): 0.14, atom 35 (F): 0.15, atom 36 (F): 0.12, atom 37 (H): 0.07, atom 38 (H): 0.08, atom 39 (H): 0.08, atom 40 (H): 0.11, atom 41 (H): 0.12, atom 42 (H): 0.11, atom 43 (H): 0.11, atom 44 (H): 0.07, atom 45 (H): 0.08, atom 46 (H): 0.07, atom 47 (H): 0.11, atom 48 (H): 0.11, atom 49 (C): -0.11, atom 50 (C): -0.76, atom 51 (S): 0.65, atom 52 (C): -0.72, atom 53 (C): -0.10, atom 54 (S): 0.66, atom 55 (H): 0.06, atom 56 (H): 0.07, atom 57 (H): 0.08, atom 58 (H): 0.07, atom 59 (H): 0.06, atom 60 (H): 0.07, atom 61 (C): 0.00, atom 62 (C): -0.43, atom 63 (N): 0.05, atom 64 (C): -0.16, atom 65 (C): -0.10, atom 66 (N): 0.09, atom 67 (H): 0.07, atom 68 (H): 0.07, atom 69 (H): 0.08, atom 70 (H): 0.10, atom 71 (H): 0.11, atom 72 (H): 0.15, atom 73 (C): -0.22, atom 74 (Ge): 0.80, atom 75 (C): -0.30, atom 76 (C): -0.13, atom 77 (C): -0.10, atom 78 (C): -0.09, atom 79 (C): -0.07, atom 80 (C): -0.11, atom 81 (C): -0.22, atom 82 (C): -0.11, atom 83 (C): -0.08, atom 84 (C): -0.04, atom 85 (C): -0.17, atom 86 (C): -0.05, atom 87 (C): -0.09, atom 88 (C): -0.07, atom 89 (C): -0.04, atom 90 (C): -0.17, atom 91 (H): 0.01, atom 92 (H): 0.01, atom 93 (H): 0.01, atom 94 (H): 0.10, atom 95 (H): 0.10, atom 96 (H): 0.10, atom 97 (H): 0.09, atom 98 (H): 0.03, atom 99 (H): 0.09

Short version: maximum force = 8.91, 0.44, 3.60, 2.71 eV/Å, in the order given.